1.
A structure of composition C6H8NO2 at a distorted geometry. Source: the Open Molecules 2025 dataset; level of theory: the ωB97M-V functional and the def2-TZVPD basis.

Each line ends with the Löwdin charge.
Geometry (Å):
C: -2.16 0.23 0.13  -0.209
C: 1.42 0.32 0.29  -0.257
C: -2.59 1.22 0.82  0.105
C: 1.34 0.57 1.62  0.165
C: -0.04 -1.61 -0.48  0.139
C: 1.58 -0.04 -1.62  -0.119
N: 0.90 -0.71 -0.53  -0.025
O: -1.77 -0.64 -0.49  0.151
O: 2.07 0.93 -0.80  0.090
H: -2.91 0.88 1.74  0.073
H: -2.85 2.12 0.44  0.057
H: 1.63 1.46 2.06  0.054
H: 0.95 -0.26 2.25  0.103
H: -0.05 -2.05 -1.50  0.158
H: -0.37 -2.15 0.51  0.194
H: 2.06 -0.75 -2.27  0.158
H: 0.79 0.49 -2.19  0.163

Its max |F| is 0.09908 Eh/bohr. The HOMO energy is -0.4832 Ha. The calculation puts the orbital gap at 8.420 eV. The calculation puts the energy relative to the best compared isomer or geometry (same formula, charge and spin) at 75.0 kcal per mole. The value obtained for the lowest unoccupied orbital energy is -4.73 eV. Its net charge is +1. The value obtained for the total energy is -438.21873 hartree.

---

2.
A cluster of 2 separate species, C2H7NO2 in total at a distorted geometry. Source: the Open Molecules 2025 dataset; level of theory: the ωB97M-V functional and the def2-TZVPD basis.

Each line ends with the Löwdin charge.
Geometry (Å):
C: -0.82 3.11 -0.07  -0.089
O: 0.14 2.32 0.15  -0.055
H: -1.73 3.08 0.52  0.070
H: -0.71 4.01 -0.75  0.092
N: -0.14 -2.75 0.51  -0.034
C: 0.19 -1.34 0.41  -0.283
O: 0.66 -1.01 -0.99  -0.092
H: 0.41 -3.38 1.16  0.084
H: -0.17 -3.18 -0.39  0.043
H: 1.03 -1.32 1.16  0.121
H: -0.78 -0.86 0.60  0.103
H: 0.29 -0.17 -1.23  0.039

Its max |F| is 0.08316 Eh/bohr. The HOMO energy is -0.3290 Ha. The calculation puts the orbital gap at 9.145 eV. The calculation puts the energy relative to the best compared isomer or geometry (same formula, charge and spin) at 69.2 kcal per mole. The value obtained for the lowest unoccupied orbital energy is 0.19 eV. The value obtained for the total energy is -285.56152 hartree. Its SMILES is C=O.NCO.

---

3.
A cluster of 11 separate species, C2H24NO12 in total at a distorted geometry. Source: the Open Molecules 2025 dataset; level of theory: the ωB97M-V functional and the def2-TZVPD basis.

Each line ends with the Löwdin charge.
Geometry (Å):
C: -2.09 1.40 0.61  -0.083
N: -1.50 0.28 -0.06  0.057
C: -0.31 0.40 -0.74  -0.661
O: 0.35 -0.68 -0.91  -0.125
O: 0.03 1.53 -1.21  -0.070
H: -3.10 1.15 0.97  0.090
H: -2.50 2.17 -0.06  0.083
H: -1.51 1.69 1.48  0.067
H: -1.71 -0.67 0.21  0.120
H: 0.22 1.30 2.65  0.017
H: 1.50 0.54 2.56  0.033
O: 0.77 0.71 3.19  -0.054
H: -1.80 -3.07 2.62  -0.003
H: -2.07 -3.51 1.20  0.002
O: -2.50 -3.10 1.96  -0.090
H: 2.77 -0.18 -2.79  0.037
H: 1.81 -0.47 -1.68  0.005
O: 2.80 -0.46 -1.87  -0.086
H: -1.78 1.65 -3.54  0.021
H: -1.43 2.13 -2.17  -0.009
O: -2.14 2.22 -2.85  -0.086
H: 2.15 1.58 0.18  0.013
H: 3.00 0.49 -0.42  0.016
O: 2.74 0.85 0.46  -0.095
H: 2.43 -0.84 1.09  0.018
H: 1.28 -1.36 0.30  -0.008
O: 1.78 -1.57 1.11  -0.080
H: -0.43 -2.60 -0.40  0.035
H: -1.21 -2.13 -1.52  0.025
O: -1.31 -2.76 -0.79  -0.062
H: 1.25 3.62 0.80  0.061
H: 0.32 2.67 0.00  0.014
O: 0.83 2.75 0.83  -0.068
H: 0.00 -0.99 3.38  0.001
H: 0.53 -1.91 2.33  -0.009
O: -0.10 -1.91 3.08  -0.105
H: 0.28 0.47 -3.25  0.014
H: 0.23 -1.01 -3.04  0.021
O: 0.43 -0.36 -3.72  -0.053

Its max |F| is 0.04088 Eh/bohr. The HOMO energy is -0.2526 Ha. The calculation puts the orbital gap at 9.726 eV. The calculation puts the energy relative to the best compared isomer or geometry (same formula, charge and spin) at 1.8 kcal per mole. The value obtained for the lowest unoccupied orbital energy is 2.85 eV. Its net charge is -1. The value obtained for the total energy is -1048.40238 hartree.

---

4.
A structure of composition C2H5N5O at a distorted geometry. Source: the Open Molecules 2025 dataset; level of theory: the ωB97M-V functional and the def2-TZVPD basis.

Each line ends with the Löwdin charge.
Geometry (Å):
C: 0.07 -1.63 1.62  -0.099
C: 0.03 0.96 -0.81  -0.367
H: 0.87 -1.45 2.44  0.103
H: -1.20 -1.89 1.99  0.177
H: 0.24 -2.44 0.77  0.090
H: 1.54 1.74 -1.62  0.061
H: 1.48 -1.79 -0.79  0.091
N: -0.08 -0.35 1.02  -0.265
N: -1.29 0.34 0.89  0.063
N: -1.32 1.10 -0.20  0.075
N: 0.54 1.91 -1.49  0.164
N: 0.84 -0.15 -0.09  -0.020
O: 0.70 -1.26 -1.08  -0.073

Its max |F| is 0.09243 Eh/bohr. The HOMO energy is -0.3529 Ha. The calculation puts the orbital gap at 9.246 eV. The calculation puts the energy relative to the best compared isomer or geometry (same formula, charge and spin) at 132.8 kcal per mole. The value obtained for the lowest unoccupied orbital energy is -0.36 eV. The value obtained for the total energy is -428.01142 hartree.

---

5.
A cluster of 5 separate species, C9H28O7 in total at a distorted geometry. Source: the Open Molecules 2025 dataset; level of theory: the ωB97M-V functional and the def2-TZVPD basis.

Each line ends with the Löwdin charge.
Geometry (Å):
O: -0.15 2.81 -1.15  -0.091
C: -0.83 2.90 0.15  -0.200
C: -0.08 3.73 1.18  -0.248
O: 0.36 5.07 0.99  -0.061
H: 0.47 2.09 -1.07  0.025
H: -1.85 3.27 0.02  0.109
H: -0.93 1.85 0.40  0.087
H: 0.83 3.20 1.46  0.102
H: -0.66 3.87 2.09  0.118
H: 1.07 5.03 0.34  0.080
O: 0.98 -3.72 -1.04  -0.071
C: -0.15 -4.23 -0.22  -0.202
C: 0.14 -3.99 1.18  -0.304
O: 0.49 -2.67 1.48  -0.053
H: 1.13 -2.86 -0.66  0.048
H: -0.98 -3.57 -0.49  0.118
H: -0.60 -5.20 -0.43  0.130
H: 0.94 -4.68 1.44  0.126
H: -0.66 -4.28 1.87  0.128
H: 0.68 -2.76 2.42  0.099
C: 2.87 -0.29 -4.83  -0.073
C: 1.75 -0.88 -3.98  -0.303
O: 2.02 -0.80 -2.60  -0.090
H: 2.55 0.74 -4.95  0.071
H: 2.91 -0.66 -5.85  0.071
H: 3.87 -0.37 -4.40  0.077
H: 1.57 -1.94 -4.19  0.112
H: 0.79 -0.40 -4.14  0.119
H: 2.40 -1.64 -2.35  0.086
C: -2.54 0.61 2.73  -0.061
C: -3.87 1.06 2.07  -0.321
O: -4.87 1.29 3.04  -0.076
H: -2.46 -0.47 2.79  0.071
H: -2.44 1.09 3.71  0.075
H: -1.72 1.01 2.14  0.031
H: -4.37 0.32 1.45  0.112
H: -3.69 1.91 1.41  0.096
H: -4.49 2.03 3.52  0.075
C: 1.53 0.32 1.11  -0.136
O: 1.34 0.60 -0.28  -0.125
H: 2.03 -0.64 1.22  0.065
H: 2.16 1.09 1.57  0.077
H: 0.68 0.14 1.76  0.066
H: 1.78 0.01 -0.90  0.042

Its max |F| is 0.06362 Eh/bohr. The HOMO energy is -0.3534 Ha. The calculation puts the orbital gap at 9.955 eV. The calculation puts the energy relative to the best compared isomer or geometry (same formula, charge and spin) at 17.2 kcal per mole. The value obtained for the lowest unoccupied orbital energy is 0.34 eV. The value obtained for the total energy is -886.25023 hartree. Its SMILES is OCCO.OCCO.CCO.CCO.CO.

---

6.
An isolated molecule of C5H4FNO at a distorted geometry. Source: the Open Molecules 2025 dataset; level of theory: the ωB97M-V functional and the def2-TZVPD basis.

Each line ends with the Löwdin charge.
Geometry (Å):
C: -2.70 -0.13 0.04  -0.022
C: -1.25 -0.01 -0.06  -0.352
N: -0.66 1.11 0.11  0.161
C: 0.70 0.83 0.06  -0.407
O: 1.57 1.62 -0.14  0.169
C: 0.85 -0.67 0.03  -0.181
F: 2.05 -1.22 0.12  0.128
C: -0.37 -1.22 -0.20  0.099
H: -2.84 0.32 1.05  0.106
H: -3.07 -1.18 -0.04  0.099
H: -3.20 0.55 -0.67  0.101
H: -0.62 -2.24 -0.26  0.098

Its max |F| is 0.06921 Eh/bohr. The HOMO energy is -0.3733 Ha. The calculation puts the orbital gap at 9.129 eV. The calculation puts the energy relative to the best compared isomer or geometry (same formula, charge and spin) at 28.0 kcal per mole. The value obtained for the lowest unoccupied orbital energy is -1.03 eV. The value obtained for the total energy is -422.74062 hartree. Its SMILES is CC1=NC(=O)C(F)=C1.